104
Properties=species:S:1:pos:R:3 method="wB97M-V/def2-TZVPD" total_charge=0 energy_ha=-9415.1813 largest_force_ha_per_bohr=0.045 orbital_gap_ev=8.8
O -5.0056 -0.4369 2.8882
H -3.2769 1.9414 3.4528
C -2.3513 -0.7345 -1.0025
C 5.3552 0.8884 -5.6137
H -3.0372 -2.7852 -0.7209
O -8.6010 2.6533 4.8623
C -1.8446 -3.7356 -7.8608
H -2.5691 -3.8957 -8.6585
H -6.0152 3.6885 3.8952
Br 2.9147 -3.2508 -3.4779
H -1.6101 -4.6897 -7.3866
S -7.6664 3.5413 5.6087
C -2.5873 3.5140 1.2284
S -6.2044 0.0488 2.1419
H 2.3357 -5.4242 2.7789
H 9.7869 5.2120 -1.0866
C 2.4580 0.2690 -0.9137
O 0.1228 -2.9978 -1.9624
H -6.5393 3.3082 7.7122
H 3.2684 0.9992 -0.6598
C 2.9867 -0.9051 -1.7754
H -3.2465 4.3472 1.4761
C -7.3153 2.7479 7.1886
C 2.0666 -1.8017 3.2476
C -7.5295 -1.1392 2.4153
H 1.7137 0.8508 -1.5154
S 8.9259 3.0710 -0.4139
S 6.2917 1.6616 -4.2829
H -0.9182 -0.1917 1.4837
O -0.6825 1.9858 2.2775
H -3.1724 2.6112 1.0443
H 6.6766 2.9904 -1.2015
H -2.5422 -0.2189 -1.9867
H -1.1271 -1.0013 4.3634
H -7.1790 -2.1451 2.1800
H -2.0094 3.7617 0.3386
O 5.3644 2.5857 -3.5649
H -1.4359 -0.2607 -0.5849
S -2.5774 -2.6251 -6.6445
H 7.9455 2.0197 -5.9797
H -5.2884 3.8397 5.5126
C 7.3646 3.7965 -0.9466
H -8.2280 2.7510 7.7832
O 3.3147 -3.6401 2.0851
C 7.3368 2.6694 -5.3497
O 9.5423 2.4170 -1.6035
O 2.1835 -5.0476 0.7570
C 0.5898 -1.7031 -2.3537
H 0.6215 -2.4977 4.7008
C 2.1695 -1.7706 -2.4170
H -8.3837 -0.8802 1.7886
H -6.8589 -0.1171 -0.1596
S -1.4400 3.2313 2.5890
H 2.5715 -3.7695 4.0846
H 0.1346 -0.1011 3.4946
H 7.9870 3.2740 -4.7180
H -3.2130 -0.4485 -0.3544
H -1.1269 -4.0359 -0.7335
H 4.6055 0.2341 -5.1687
H 10.8032 4.4263 0.1468
H 2.1322 -1.3353 2.2320
C -2.6985 2.7986 3.8047
H -7.8215 -1.0903 3.4636
C -1.2679 -1.0427 2.1207
H 0.3512 -1.5372 0.3308
H -0.9287 -3.5393 -5.1600
H 0.2965 -0.8772 -1.6711
C -0.4519 -1.0612 3.4702
C -5.9533 -0.3495 0.4022
C -6.0206 3.2971 4.9123
H -2.1982 2.5413 4.7380
C 2.5574 -4.7953 1.8730
H 6.0290 0.2978 -6.2358
H 0.3995 -3.2593 0.7982
H -1.3644 -1.8707 -4.7382
H 4.8616 1.6546 -6.2137
C -2.2435 -2.2604 -1.3156
H -6.9913 1.7194 7.0228
H 6.7172 3.3218 -5.9670
C 9.7791 4.6388 -0.1583
H -0.9399 -3.2875 -8.2744
H -5.7776 2.2330 4.8927
C 3.0396 -3.0406 3.3748
H -0.2816 -2.1716 -6.1175
F -2.5660 -2.5365 -2.6725
C -1.1422 -2.5474 -5.5609
C 0.5937 -2.2212 3.6089
H 2.0040 -0.0446 0.0577
C -0.2937 -2.4446 0.4491
H 0.3304 -3.1603 3.0663
O -1.3295 -2.2956 1.4291
O -2.7234 -1.2903 -7.2922
H 6.9429 4.3884 -0.1326
C -0.8766 -2.9589 -0.9289
H -5.7038 -1.4063 0.2935
H 7.5257 4.4245 -1.8237
Br 4.9400 -1.0494 -1.9092
H 2.4608 -1.0485 3.9826
H -5.1309 0.2586 0.0293
H 9.2757 5.2021 0.6286
H 4.0303 -2.7469 3.8078
H 0.2675 -1.4650 -3.4034
H -2.3301 -0.7839 2.3895
H -3.3537 3.6556 3.9683